# 1
Formula: C49H58N7O2SV
Source: the Open Molecules 2025 dataset
Level of theory: ωB97M-V with the def2-TZVPD basis set

```
118
Properties=species:S:1:pos:R:3
V -0.386 -0.618 -1.141
C -4.685 2.769 -2.653
C -4.462 3.037 -1.158
C -3.104 2.559 -0.646
C -1.969 3.338 -1.272
C -2.933 2.801 0.884
C -3.839 1.946 1.770
C -1.070 2.304 -1.610
C 0.069 2.525 -2.366
C 0.998 1.567 -2.755
C 2.171 1.804 -3.528
C 2.480 3.074 -4.261
C 3.347 4.028 -3.427
C 2.951 0.682 -3.422
C 2.230 -0.242 -2.607
C 2.726 -1.489 -2.155
C 1.959 -2.472 -1.610
N 0.579 -2.374 -1.561
C 0.139 -3.631 -1.343
C -1.209 -3.980 -1.503
C -2.219 -3.068 -1.693
N -2.095 -1.710 -1.479
C -3.369 -1.224 -1.440
C -3.699 0.055 -1.025
C -2.782 1.104 -0.931
N -1.504 0.982 -1.308
C -4.325 -2.269 -1.777
C -3.616 -3.408 -1.936
C -4.110 -4.758 -2.360
C -3.594 -5.182 -3.743
C -5.795 -2.050 -1.952
C -6.577 -2.237 -0.644
C 1.250 -4.547 -1.130
C 2.386 -3.822 -1.283
C 3.813 -4.256 -1.149
C 4.443 -4.707 -2.474
C 1.103 -6.015 -0.863
C 1.023 -6.851 -2.150
N 1.020 0.278 -2.251
C 4.264 0.400 -4.090
C 4.160 -0.675 -5.178
H -5.346 3.519 -3.091
H -5.131 1.789 -2.835
H -3.737 2.810 -3.200
H -5.266 2.582 -0.570
H -4.494 4.111 -0.974
H -3.111 3.864 1.059
H -1.893 2.599 1.147
H -4.897 2.077 1.533
H -3.704 2.228 2.817
H -3.598 0.885 1.677
H 0.219 3.551 -2.679
H 1.552 3.572 -4.541
H 2.998 2.829 -5.191
H 2.888 4.214 -2.452
H 3.475 4.988 -3.931
H 4.335 3.599 -3.251
H 3.783 -1.685 -2.297
H -1.475 -5.031 -1.492
H -4.741 0.268 -0.817
H -5.200 -4.746 -2.372
H -3.813 -5.504 -1.618
H -3.864 -4.436 -4.493
H -4.022 -6.140 -4.044
H -2.507 -5.274 -3.747
H -6.172 -2.742 -2.705
H -5.963 -1.043 -2.339
H -6.562 -3.284 -0.330
H -7.619 -1.934 -0.762
H -6.138 -1.644 0.162
H 3.872 -5.072 -0.425
H 4.390 -3.428 -0.734
H 3.925 -5.577 -2.879
H 5.493 -4.974 -2.335
H 4.392 -3.913 -3.224
H 0.201 -6.187 -0.270
H 1.948 -6.356 -0.261
H 0.140 -6.581 -2.734
H 0.971 -7.918 -1.927
H 1.896 -6.675 -2.779
H 5.000 0.091 -3.339
H 4.644 1.322 -4.533
H 3.842 -1.633 -4.760
H 5.121 -0.823 -5.676
H 3.425 -0.385 -5.932
N -1.539 -2.771 1.650
C -0.719 -2.155 2.700
C 0.736 -2.058 2.269
C 1.061 -1.049 1.199
O 2.201 -0.762 0.948
O 0.008 -0.500 0.560
H -2.527 -2.666 1.839
H -1.348 -3.762 1.576
H -0.760 -2.702 3.645
H -1.105 -1.152 2.884
H 1.064 -3.028 1.880
H 1.380 -1.811 3.113
S 1.824 5.719 4.236
C 1.334 4.281 3.297
C 1.461 4.264 1.916
C 1.005 3.151 1.223
N 0.459 2.089 1.817
C 0.383 2.102 3.147
C 0.803 3.167 3.932
C 0.343 6.691 4.014
C -0.832 6.365 4.676
C -1.950 7.158 4.469
N -1.963 8.230 3.671
C -0.823 8.534 3.048
C 0.350 7.801 3.184
H 1.901 5.102 1.390
H 1.063 3.116 0.140
H -0.049 1.219 3.613
H 0.717 3.134 5.012
H -0.875 5.512 5.341
H -2.883 6.927 4.974
H -0.849 9.405 2.402
H 1.250 8.087 2.654
```

Values from the calculation:
2S+1 ... 3
Energy relative to the best compared isomer or geometry (same formula, charge and spin) ... 91.1 kcal/mol
LUMO energy (alpha / beta) ... -1.1876 / -1.3752 eV
<S²> ... 2.04
E_tot ... -3777.99072 Ha
Frontier orbital gap (alpha / beta) ... 5.69 / 5.52 eV

***

# 2
Formula: C49H59GeIN2O5SSn
Source: the Open Molecules 2025 dataset
Level of theory: ωB97M-V with the def2-TZVPD basis set

```
119
Properties=species:S:1:pos:R:3
Sn 0.332 1.290 0.884
C 5.855 -3.415 -0.442
C 6.141 -2.658 0.853
C 7.543 -2.040 0.739
C 6.129 -3.664 2.011
C 5.117 -1.554 1.113
C 4.062 -1.305 0.279
C 3.124 -0.274 0.563
N 2.045 0.036 -0.166
C 1.789 -0.364 -1.461
C 2.754 -0.732 -2.404
C 2.405 -1.079 -3.696
C 1.048 -1.036 -4.028
C 0.053 -0.622 -3.153
C 0.420 -0.225 -1.842
O -0.431 0.255 -0.973
C -1.406 -0.523 -3.600
C -1.835 0.949 -3.574
C -2.300 -1.347 -2.664
C -1.625 -1.050 -5.020
C 3.495 -1.449 -4.704
C 4.261 -2.680 -4.203
C 4.475 -0.281 -4.862
C 2.922 -1.778 -6.083
C 3.252 0.491 1.791
O 2.369 1.362 2.075
C 4.372 0.223 2.648
C 5.258 -0.757 2.279
C 4.527 1.029 3.936
C 4.634 2.524 3.602
C 5.780 0.634 4.720
C 3.314 0.791 4.847
H 6.616 -4.186 -0.592
H 5.879 -2.748 -1.304
H 4.880 -3.904 -0.420
H 8.286 -2.816 0.533
H 7.832 -1.530 1.658
H 7.572 -1.309 -0.071
H 6.862 -4.458 1.837
H 5.142 -4.119 2.110
H 6.371 -3.183 2.960
H 3.889 -1.926 -0.584
H 3.796 -0.664 -2.125
H 0.758 -1.317 -5.028
H -1.706 1.369 -2.580
H -2.887 1.045 -3.865
H -1.229 1.531 -4.271
H -2.171 -1.024 -1.635
H -2.045 -2.409 -2.730
H -3.352 -1.231 -2.944
H -1.089 -0.458 -5.765
H -2.691 -0.993 -5.255
H -1.314 -2.092 -5.120
H 4.708 -2.492 -3.226
H 5.065 -2.946 -4.897
H 3.591 -3.537 -4.103
H 4.964 -0.033 -3.919
H 3.955 0.620 -5.188
H 5.248 -0.532 -5.595
H 2.235 -2.625 -6.045
H 3.740 -2.038 -6.761
H 2.391 -0.925 -6.508
H 6.106 -0.955 2.921
H 5.521 2.715 2.994
H 4.718 3.104 4.525
H 3.760 2.866 3.050
H 6.692 0.802 4.143
H 5.756 -0.413 5.030
H 5.839 1.248 5.622
H 2.395 1.104 4.358
H 3.430 1.358 5.775
H 3.231 -0.269 5.101
I 3.714 2.929 -2.471
O 1.598 5.539 0.244
N 1.218 4.411 0.386
S 1.366 3.252 -0.797
O -3.441 4.304 1.345
C -2.698 3.460 0.824
O -1.581 3.049 1.259
C -3.187 2.785 -0.463
C -3.526 1.324 -0.191
Ge -4.982 0.985 1.036
C -6.691 1.242 0.104
C -7.893 1.362 0.804
C -9.105 1.498 0.140
C -9.137 1.522 -1.247
C -7.953 1.411 -1.962
C -6.745 1.273 -1.290
C -4.894 -0.910 1.554
C -3.823 -1.721 1.184
C -3.760 -3.053 1.583
C -4.771 -3.593 2.362
C -5.844 -2.797 2.746
C -5.898 -1.470 2.347
C -5.079 1.954 2.720
C -5.770 3.158 2.841
C -5.794 3.845 4.045
C -5.109 3.345 5.144
C -4.401 2.158 5.035
C -4.389 1.468 3.829
H -2.388 2.821 -1.207
H -4.052 3.331 -0.847
H -2.645 0.822 0.208
H -3.782 0.793 -1.113
H -7.883 1.359 1.889
H -10.024 1.591 0.706
H -10.080 1.634 -1.769
H -7.967 1.436 -3.045
H -5.830 1.194 -1.865
H -3.015 -1.317 0.585
H -2.915 -3.662 1.285
H -4.721 -4.629 2.677
H -6.634 -3.211 3.361
H -6.737 -0.859 2.663
H -6.272 3.581 1.980
H -6.322 4.788 4.117
H -5.109 3.894 6.079
H -3.845 1.775 5.881
H -3.829 0.543 3.756
```

Values from the calculation:
Energy relative to the best compared isomer or geometry (same formula, charge and spin) ... 16.8 kcal/mol
LUMO energy (alpha / beta) ... 3.2744 / 3.4114 eV
Total charge ... -2
E_tot ... -5375.49220 Ha
Frontier orbital gap (alpha / beta) ... 5.18 / 5.89 eV

***

# 3
Formula: C49H61N2O3P2SbSi3Ti
Source: the Open Molecules 2025 dataset
Level of theory: ωB97M-V with the def2-TZVPD basis set

```
122
Properties=species:S:1:pos:R:3
Ti -0.444 -0.682 -0.618
C 4.106 1.909 -3.187
O 2.929 1.253 -2.747
C 2.377 0.337 -3.584
C 2.864 0.037 -4.841
C 2.260 -0.957 -5.619
C 1.182 -1.645 -5.126
C 0.677 -1.360 -3.847
C -0.467 -2.109 -3.386
N -1.001 -1.992 -2.224
N -2.116 -2.786 -1.988
C -2.593 -2.535 -0.809
O -2.041 -1.631 -0.018
C -3.779 -3.260 -0.325
C -4.236 -3.033 0.968
C -5.341 -3.720 1.446
C -5.993 -4.636 0.634
C -5.537 -4.866 -0.661
C -4.434 -4.183 -1.141
C 1.265 -0.360 -3.067
O 0.818 -0.061 -1.845
H 4.911 1.194 -3.379
H 4.405 2.570 -2.375
H 3.922 2.499 -4.088
H 3.721 0.563 -5.236
H 2.652 -1.178 -6.601
H 0.705 -2.418 -5.715
H -0.926 -2.820 -4.070
H -3.720 -2.314 1.592
H -5.691 -3.543 2.455
H -6.856 -5.172 1.008
H -6.046 -5.580 -1.295
H -4.070 -4.349 -2.145
C -2.098 2.964 -0.259
P -1.260 1.656 0.711
C 0.053 2.486 1.649
C 1.373 2.240 1.281
C 2.415 2.870 1.943
C 2.141 3.739 2.989
C 0.827 3.994 3.360
C -0.215 3.383 2.683
C -2.500 1.103 1.937
C -3.773 0.774 1.467
C -4.730 0.245 2.317
C -4.417 0.010 3.649
C -3.150 0.314 4.122
C -2.197 0.865 3.276
P -1.164 3.362 -1.817
C 0.211 4.409 -1.190
C 0.020 5.504 -0.349
C 1.101 6.256 0.076
C 2.386 5.929 -0.345
C 2.583 4.848 -1.188
C 1.497 4.087 -1.605
C -2.235 4.679 -2.523
C -1.726 5.342 -3.641
C -2.457 6.334 -4.270
C -3.721 6.669 -3.800
C -4.240 6.011 -2.699
C -3.501 5.021 -2.060
H -2.286 3.830 0.380
H -3.063 2.558 -0.572
H 1.583 1.564 0.459
H 3.437 2.687 1.639
H 2.954 4.224 3.512
H 0.617 4.675 4.174
H -1.239 3.586 2.970
H -4.020 0.916 0.421
H -5.713 0.001 1.935
H -5.161 -0.403 4.317
H -2.902 0.139 5.161
H -1.225 1.123 3.668
H -0.979 5.788 -0.038
H 0.945 7.104 0.730
H 3.230 6.522 -0.018
H 3.585 4.600 -1.517
H 1.642 3.220 -2.237
H -0.741 5.083 -4.014
H -2.045 6.844 -5.131
H -4.298 7.440 -4.294
H -5.224 6.267 -2.328
H -3.931 4.532 -1.196
C 2.647 -3.012 4.293
Si 1.251 -2.043 3.524
C 1.419 -0.222 3.892
C -0.411 -2.687 4.071
Sb 1.304 -2.247 0.957
Si 0.702 -4.703 0.454
C 0.610 -4.966 -1.391
C 2.039 -5.774 1.201
C -0.969 -5.036 1.236
Si 3.714 -1.929 0.144
C 4.027 -0.090 0.085
C 3.815 -2.677 -1.564
C 4.925 -2.749 1.305
H 2.468 -3.098 5.368
H 3.606 -2.511 4.157
H 2.726 -4.019 3.884
H 1.544 -0.045 4.963
H 0.529 0.315 3.558
H 2.275 0.215 3.376
H -0.585 -2.400 5.112
H -0.454 -3.776 4.012
H -1.224 -2.274 3.470
H 1.459 -4.546 -1.931
H -0.313 -4.544 -1.791
H 0.590 -6.043 -1.583
H 3.022 -5.521 0.801
H 1.844 -6.824 0.968
H 2.072 -5.675 2.287
H -1.474 -4.116 1.533
H -0.876 -5.672 2.118
H -1.617 -5.549 0.521
H 3.283 0.417 -0.531
H 5.013 0.105 -0.345
H 4.013 0.334 1.093
H 3.002 -2.331 -2.206
H 3.796 -3.768 -1.529
H 4.757 -2.377 -2.032
H 4.956 -2.241 2.269
H 5.927 -2.694 0.869
H 4.691 -3.800 1.478
```

Values from the calculation:
2S+1 ... 2
Energy relative to the best compared isomer or geometry (same formula, charge and spin) ... 0.0 kcal/mol
LUMO energy (alpha / beta) ... -2.8696 / -2.7821 eV
<S²> ... 0.76
Total charge ... +1
E_tot ... -4879.95860 Ha
Frontier orbital gap (alpha / beta) ... 7.35 / 7.63 eV